(1)
{"formula": "C38H37AuNOSb", "method": "the ωB97M-V functional and the def2-TZVPD basis", "symbols": ["Au", "C", "C", "C", "C", "C", "C", "C", "C", "C", "C", "C", "C", "C", "C", "C", "N", "H", "H", "H", "H", "H", "H", "H", "H", "H", "H", "C", "C", "O", "H", "H", "H", "H", "H", "H", "C", "C", "C", "C", "C", "C", "C", "Sb", "C", "C", "C", "C", "C", "C", "C", "C", "C", "C", "C", "C", "C", "C", "H", "H", "H", "H", "H", "H", "H", "H", "H", "H", "H", "H", "H", "H", "H", "H", "H", "H", "H", "H", "H"], "coordinates": [[0.02, -0.27, -1.31], [-1.75, 3.34, -3.12], [-0.68, 3.86, -3.82], [0.54, 3.22, -3.80], [0.73, 2.03, -3.08], [-0.37, 1.54, -2.37], [-1.59, 2.17, -2.38], [1.98, 1.28, -3.05], [3.13, 1.65, -3.78], [4.25, 0.86, -3.72], [4.25, -0.32, -2.95], [5.35, -1.20, -2.84], [5.26, -2.35, -2.10], [4.07, -2.66, -1.42], [2.99, -1.81, -1.48], [3.06, -0.63, -2.24], [2.00, 0.19, -2.31], [-2.72, 3.82, -3.13], [-0.81, 4.76, -4.40], [1.36, 3.67, -4.34], [-2.42, 1.77, -1.84], [3.12, 2.54, -4.38], [5.14, 1.12, -4.28], [6.26, -0.96, -3.36], [6.09, -3.03, -2.03], [4.00, -3.58, -0.86], [2.07, -2.04, -0.96], [-2.52, -2.93, -4.17], [-1.53, -1.92, -3.64], [-0.98, -2.27, -2.36], [-2.99, -2.52, -5.06], [-3.30, -3.12, -3.43], [-2.04, -3.87, -4.43], [-2.01, -0.95, -3.49], [-0.71, -1.77, -4.36], [-0.53, -3.12, -2.45], [2.68, -1.71, 2.52], [1.88, -1.24, 3.69], [2.37, -1.36, 4.99], [1.65, -0.91, 6.08], [0.42, -0.31, 5.89], [-0.10, -0.18, 4.62], [0.63, -0.65, 3.54], [-0.31, -0.37, 1.59], [-0.43, 1.80, 1.55], [0.73, 2.40, 1.07], [0.86, 3.77, 1.09], [-0.18, 4.55, 1.57], [-1.33, 3.95, 2.04], [-1.48, 2.56, 2.04], [-2.76, 2.01, 2.60], [-2.18, -1.41, 1.81], [-2.26, -2.34, 2.83], [-3.43, -3.07, 3.00], [-4.49, -2.88, 2.13], [-4.40, -1.95, 1.11], [-3.24, -1.21, 0.92], [-3.13, -0.24, -0.21], [3.62, -2.15, 2.85], [2.91, -0.88, 1.85], [2.13, -2.47, 1.96], [3.34, -1.82, 5.15], [2.05, -1.02, 7.07], [-0.15, 0.05, 6.74], [-1.07, 0.29, 4.48], [1.55, 1.78, 0.70], [1.78, 4.23, 0.74], [-0.10, 5.62, 1.57], [-2.14, 4.55, 2.43], [-3.61, 2.35, 2.01], [-2.90, 2.40, 3.61], [-2.77, 0.92, 2.64], [-1.43, -2.49, 3.51], [-3.50, -3.79, 3.80], [-5.39, -3.47, 2.24], [-5.24, -1.80, 0.45], [-4.08, -0.13, -0.72], [-2.39, -0.59, -0.93], [-2.82, 0.74, 0.16]], "charge": 2, "e_above_lowest_kcal_mol": 8.98, "s_squared": 2.017, "gap_ev": [8.18, 4.57], "multiplicity": 3, "e_homo_ev": [-13.86, -13.81]}

---

(2)
{"formula": "C38H37Cl2IrN3O2P4Se2", "method": "the ωB97M-V functional and the def2-TZVPD basis", "symbols": ["Ir", "C", "P", "C", "C", "C", "C", "C", "C", "C", "P", "C", "C", "H", "H", "H", "H", "H", "H", "H", "H", "H", "H", "H", "H", "H", "H", "H", "H", "Se", "P", "C", "C", "C", "C", "C", "C", "C", "C", "C", "C", "C", "C", "C", "C", "N", "N", "N", "P", "Se", "C", "C", "C", "C", "C", "C", "C", "C", "C", "C", "C", "C", "H", "H", "H", "H", "H", "H", "H", "H", "H", "H", "H", "H", "H", "H", "H", "H", "H", "H", "H", "H", "Cl", "C", "Cl", "C", "O", "O", "H"], "coordinates": [[0.83, 2.65, -0.79], [0.39, 5.54, -3.15], [0.39, 3.75, -2.84], [1.32, 3.15, -4.26], [-1.35, 3.30, -3.06], [-1.93, 3.08, -4.30], [-3.26, 2.69, -4.40], [-4.01, 2.50, -3.24], [-3.43, 2.72, -2.00], [-2.11, 3.13, -1.91], [-1.26, 3.44, -0.35], [-2.34, 2.90, 0.99], [-1.28, 5.23, -0.14], [0.11, 5.68, -4.19], [1.38, 5.95, -2.97], [-0.33, 6.07, -2.53], [0.85, 3.48, -5.19], [1.42, 2.06, -4.27], [2.32, 3.58, -4.20], [-1.34, 3.20, -5.21], [-3.70, 2.52, -5.37], [-5.03, 2.16, -3.31], [-4.02, 2.56, -1.10], [-3.27, 3.48, 0.94], [-1.84, 3.14, 1.93], [-2.56, 1.84, 0.97], [-2.28, 5.60, -0.38], [-0.53, 5.71, -0.76], [-1.04, 5.47, 0.90], [3.05, -3.76, 1.34], [1.59, -2.53, 2.42], [-0.02, -3.29, 2.54], [-1.17, -2.50, 2.49], [-2.41, -3.11, 2.64], [-2.50, -4.48, 2.84], [-1.35, -5.26, 2.89], [-0.11, -4.67, 2.74], [2.28, -2.30, 4.05], [1.60, -2.76, 5.17], [2.19, -2.64, 6.42], [3.46, -2.09, 6.54], [4.14, -1.64, 5.41], [3.57, -1.75, 4.16], [1.41, -0.94, 1.64], [0.95, -0.50, 0.40], [1.18, 0.83, 0.39], [1.74, 1.19, 1.56], [1.89, 0.14, 2.31], [0.19, -1.16, -1.08], [0.21, 0.48, -2.50], [1.07, -2.61, -1.63], [1.85, -2.57, -2.78], [2.50, -3.71, -3.22], [2.37, -4.90, -2.52], [1.60, -4.95, -1.36], [0.95, -3.81, -0.91], [-1.53, -1.58, -0.72], [-2.09, -2.82, -1.02], [-3.44, -3.02, -0.81], [-4.23, -2.00, -0.31], [-3.67, -0.76, -0.02], [-2.32, -0.55, -0.23], [-1.10, -1.43, 2.36], [-3.31, -2.50, 2.60], [-3.47, -4.94, 2.96], [-1.43, -6.33, 3.06], [0.79, -5.27, 2.80], [0.61, -3.19, 5.08], [1.66, -2.99, 7.29], [3.92, -2.01, 7.51], [5.14, -1.22, 5.51], [4.10, -1.40, 3.28], [1.95, -1.64, -3.33], [3.10, -3.68, -4.12], [2.86, -5.80, -2.87], [1.49, -5.88, -0.82], [0.34, -3.85, -0.01], [-1.48, -3.61, -1.44], [-3.88, -3.99, -1.04], [-5.29, -2.17, -0.15], [-4.30, 0.04, 0.37], [-1.88, 0.41, -0.02], [3.46, 2.48, -1.02], [3.80, 4.21, -0.83], [3.72, 5.05, -2.38], [2.74, 4.81, 0.13], [3.12, 5.59, 0.95], [1.50, 4.45, -0.11], [4.79, 4.33, -0.41]], "charge": 2, "e_above_lowest_kcal_mol": 0.00, "s_squared": 0.754, "gap_ev": [8.13, 5.96], "multiplicity": 2, "e_homo_ev": [-13.55, -13.55]}

---

(3)
{"formula": "C38H37INO12S", "method": "the ωB97M-V functional and the def2-TZVPD basis", "symbols": ["O", "S", "O", "C", "C", "C", "C", "C", "N", "C", "C", "C", "I", "H", "H", "H", "H", "H", "H", "H", "H", "H", "H", "H", "H", "H", "H", "H", "H", "H", "C", "C", "C", "O", "C", "C", "C", "O", "H", "H", "H", "H", "C", "C", "C", "O", "C", "C", "C", "O", "H", "H", "H", "H", "C", "C", "C", "O", "C", "C", "C", "O", "H", "H", "H", "H", "C", "C", "C", "O", "C", "C", "C", "O", "H", "H", "H", "H", "C", "C", "C", "O", "C", "C", "C", "O", "H", "H", "H", "H"], "coordinates": [[1.60, -3.64, 1.27], [2.52, -3.88, 0.19], [2.85, -5.22, -0.16], [1.95, -3.05, -1.29], [0.49, -2.53, -1.40], [0.39, -1.00, -1.59], [-0.41, -0.42, -0.39], [-0.32, -1.59, 0.58], [-0.48, -2.78, -0.29], [-1.85, -2.92, -0.93], [-3.05, -2.60, -0.04], [-4.16, -3.66, -0.20], [-4.39, -4.81, 1.60], [3.66, -3.22, 0.47], [2.14, -3.78, -2.07], [2.64, -2.22, -1.47], [0.13, -2.98, -2.33], [-0.21, -0.80, -2.47], [1.35, -0.53, -1.75], [-1.45, -0.21, -0.61], [0.12, 0.42, 0.05], [-0.95, -1.59, 1.47], [0.69, -1.56, 0.98], [-0.36, -3.66, 0.22], [-1.89, -2.31, -1.83], [-1.90, -3.97, -1.23], [-3.47, -1.65, -0.36], [-2.80, -2.53, 1.01], [-3.96, -4.37, -0.99], [-5.13, -3.20, -0.35], [5.29, -0.71, -1.32], [6.50, -0.70, -0.76], [6.91, 0.39, 0.17], [8.00, 0.39, 0.69], [5.92, 1.47, 0.43], [4.72, 1.46, -0.14], [4.32, 0.36, -1.03], [3.19, 0.33, -1.51], [4.98, -1.49, -2.00], [7.24, -1.48, -0.94], [6.24, 2.25, 1.11], [3.99, 2.23, 0.04], [2.76, -0.11, -4.75], [1.70, 0.32, -5.44], [1.56, 0.05, -6.89], [0.60, 0.43, -7.51], [2.66, -0.71, -7.55], [3.71, -1.14, -6.87], [3.84, -0.87, -5.41], [4.79, -1.27, -4.77], [2.88, 0.08, -3.69], [0.89, 0.88, -4.98], [2.54, -0.90, -8.61], [4.52, -1.70, -7.32], [3.09, 1.05, 3.84], [2.09, 1.13, 4.72], [1.19, -0.02, 4.96], [0.27, 0.05, 5.74], [1.45, -1.28, 4.20], [2.45, -1.35, 3.33], [3.35, -0.20, 3.08], [4.25, -0.26, 2.27], [3.76, 1.88, 3.65], [1.88, 2.03, 5.28], [0.78, -2.11, 4.40], [2.66, -2.26, 2.77], [-2.92, 2.94, 3.30], [-2.81, 1.99, 2.38], [-2.85, 0.56, 2.76], [-2.74, -0.32, 1.92], [-3.04, 0.22, 4.19], [-3.16, 1.17, 5.11], [-3.11, 2.61, 4.74], [-3.22, 3.48, 5.57], [-2.89, 3.99, 3.05], [-2.68, 2.20, 1.33], [-3.07, -0.84, 4.43], [-3.29, 0.95, 6.16], [-5.79, 5.24, 1.30], [-7.02, 5.61, 0.97], [-7.58, 5.32, -0.37], [-8.70, 5.65, -0.67], [-6.70, 4.61, -1.34], [-5.46, 4.24, -1.01], [-4.91, 4.53, 0.34], [-3.78, 4.20, 0.64], [-5.36, 5.44, 2.28], [-7.68, 6.12, 1.66], [-7.12, 4.41, -2.32], [-4.80, 3.73, -1.70]], "charge": 1, "gap_ev": 8.00, "multiplicity": 1, "e_homo_ev": -11.98}

---

(4)
{"formula": "C38H38BNO4", "method": "the ωB97M-V functional and the def2-TZVPD basis", "symbols": ["C", "C", "C", "C", "C", "B", "C", "C", "C", "C", "C", "O", "C", "C", "C", "C", "C", "O", "C", "C", "C", "C", "C", "O", "O", "H", "H", "H", "H", "H", "H", "H", "H", "H", "H", "H", "H", "H", "H", "H", "H", "H", "H", "H", "H", "C", "C", "N", "C", "C", "C", "C", "C", "C", "C", "C", "C", "C", "C", "C", "C", "C", "C", "C", "H", "H", "H", "H", "H", "H", "H", "H", "H", "H", "H", "H", "H", "H", "H", "H", "H", "H"], "coordinates": [[-4.28, -4.37, 2.55], [-3.56, -3.11, 2.60], [-3.23, -2.18, 3.56], [-2.65, -1.08, 2.85], [-2.52, -1.38, 1.47], [2.35, -1.12, 0.35], [1.69, -0.78, 1.65], [0.92, 0.26, 2.20], [1.35, 0.37, 3.54], [2.27, -0.65, 3.76], [3.34, -0.88, 4.69], [2.34, -1.46, 2.67], [1.88, -2.49, -0.14], [0.80, -3.38, -0.17], [1.30, -4.70, -0.34], [2.68, -4.62, -0.40], [3.97, -5.25, -0.67], [3.01, -3.27, -0.27], [-2.40, -0.71, 0.27], [-2.59, -1.24, -1.02], [-3.38, -0.28, -1.70], [-3.45, 0.83, -0.86], [-4.27, 1.97, -0.65], [-2.69, 0.63, 0.27], [-3.18, -2.63, 1.37], [-4.63, -4.72, 3.52], [-5.16, -4.26, 1.89], [-3.67, -5.15, 2.09], [-3.38, -2.27, 4.64], [-2.24, -0.19, 3.29], [0.09, 0.78, 1.74], [1.09, 1.17, 4.22], [3.83, 0.05, 5.00], [2.96, -1.36, 5.60], [4.10, -1.53, 4.24], [-0.24, -3.10, -0.02], [0.70, -5.60, -0.40], [4.03, -6.33, -0.75], [4.35, -4.81, -1.61], [4.66, -4.92, 0.13], [-2.13, -2.17, -1.39], [-3.84, -0.39, -2.67], [-4.57, 2.53, -1.53], [-5.15, 1.60, -0.12], [-3.76, 2.63, 0.04], [-0.35, -0.42, -3.61], [-0.69, 0.84, -2.91], [-1.33, 1.89, -3.50], [-1.86, 1.84, -4.84], [-1.58, 2.90, -2.55], [-1.02, 2.48, -1.32], [-1.04, 3.34, -0.22], [-1.73, 4.54, -0.35], [-2.33, 4.92, -1.57], [-2.27, 4.08, -2.70], [-0.50, 1.15, -1.55], [0.26, 0.39, -0.61], [1.65, 1.07, -0.58], [1.94, 2.45, -0.84], [3.05, 3.15, -0.33], [4.06, 2.47, 0.34], [5.26, 3.11, 1.01], [3.95, 1.09, 0.35], [2.83, 0.31, -0.13], [0.43, -0.96, -3.06], [-1.23, -1.08, -3.67], [0.01, -0.19, -4.61], [-2.27, 2.83, -5.05], [-1.04, 1.59, -5.55], [-2.65, 1.06, -4.90], [-0.53, 3.07, 0.70], [-1.79, 5.25, 0.48], [-2.87, 5.87, -1.66], [-2.73, 4.31, -3.66], [0.31, -0.68, -0.71], [1.25, 3.11, -1.36], [3.12, 4.24, -0.40], [5.70, 2.37, 1.71], [6.06, 3.36, 0.29], [5.03, 4.02, 1.59], [4.75, 0.57, 0.82], [3.38, -0.76, -0.54]], "charge": 0, "e_above_lowest_kcal_mol": 139.07, "gap_ev": 5.39, "multiplicity": 1, "e_homo_ev": -5.99}